No. 1
# C3H12O4

A cluster of 4 separate species, C3H12O4 in total (ωB97M-V/def2-TZVPD, the OMol25 dataset).

Results
Molecular weight (g mol⁻¹): 112.12
Total charge: 0
HOMO level (eV): -8.071

Each line ends with the Mulliken charge.
Cartesian coordinates (Å):
C (1.651820, -1.052794, 1.674095)  -0.957
C (0.738316, -0.236227, 1.081080)  0.647
O (-0.599979, -0.417242, 1.217116)  -0.434
C (0.910537, 1.020270, 0.275130)  -1.022
H (2.540978, -0.661203, 2.135845)  0.278
H (1.631984, -2.046202, 1.290728)  0.325
H (-0.823757, -1.288520, 1.575275)  0.306
H (1.936386, 1.097629, -0.064849)  0.339
H (0.224708, 0.945990, -0.561377)  0.253
H (0.826928, 1.974074, 0.805319)  0.270
H (2.625563, -3.466671, -3.874695)  0.319
H (3.370493, -2.412380, -2.993709)  0.320
O (2.907318, -3.254778, -2.981893)  -0.640
H (-3.300427, 1.855533, 2.137604)  0.314
H (-2.102751, 2.715149, 2.407428)  0.309
O (-2.866922, 2.656990, 1.822242)  -0.628
H (-3.947570, 1.056283, -2.100877)  0.330
H (-2.563627, 1.008197, -1.637042)  0.296
O (-3.159990, 0.505895, -2.207429)  -0.626

Cartesian forces, eV/Å:
-0.4 0.8 -0.9
-0.2 1.0 1.2
-0.5 -1.0 -1.3
1.3 0.6 0.9
0.7 0.1 -0.9
-0.5 -1.3 1.1
0.3 0.1 0.2
0.1 -0.4 -0.4
-0.1 0.2 -0.1
-0.8 -0.2 0.1
0.1 0.3 -0.1
-0.1 -0.1 -0.3
0.0 -0.2 0.4
-0.1 0.0 -0.2
0.0 0.1 -0.1
0.1 -0.2 0.3
-0.2 -0.3 -0.3
0.4 -0.3 0.0
-0.2 0.7 0.4

---

No. 2
# C5H7Cl

A cluster of 2 separate species, C5H7Cl in total (ωB97M-V/def2-TZVPD, the OMol25 dataset).

Results
Molecular weight (g mol⁻¹): 102.56
Total charge: 0
HOMO level (eV): -9.095

Each line ends with the Mulliken charge.
Cartesian coordinates (Å):
C (-1.398238, -0.295194, 0.360884)  -0.353
C (-2.792327, 0.101164, 0.132201)  -0.012
C (-1.991245, 1.079968, 0.500409)  -0.080
C (2.681367, -0.644517, -0.006840)  -0.307
C (1.999091, 0.251492, -0.661864)  -0.741
Cl (-4.266298, -0.480651, -0.402923)  -0.154
H (-0.587567, -0.502036, -0.381822)  0.161
H (-1.779429, 2.161260, 0.326917)  0.306
H (2.904886, -1.658028, -0.462667)  0.210
H (-1.089272, -0.675429, 1.410533)  0.138
H (3.039393, -0.377015, 1.042473)  0.207
H (1.768369, 0.028933, -1.669536)  0.296
H (1.511264, 1.010052, -0.187762)  0.329

Cartesian forces, eV/Å:
2.4 -0.6 2.6
1.2 1.2 0.6
-1.4 0.7 -2.1
1.5 -1.4 1.8
0.2 -1.8 -1.2
-0.3 0.0 -0.1
-1.2 0.0 0.2
-0.3 -1.2 0.7
0.2 1.5 0.7
-0.5 -0.1 -1.8
-0.7 -1.0 -1.3
-0.6 0.1 -1.0
-0.7 2.5 1.0

---

No. 3
# C18H39MnNOP2Si

A structure of composition C18H39MnNOP2Si (ωB97M-V/def2-TZVPD, the OMol25 dataset).

Results
Molecular weight (g mol⁻¹): 430.49
Total charge: 0
Spin multiplicity: 4
HOMO level (alpha / beta) (eV): -5.561 / -6.002

Each line ends with the Mulliken charge.
Cartesian coordinates (Å):
Mn (-0.535921, 0.223274, 0.160209)  -0.789
P (-2.417802, -0.941030, -0.234463)  1.427
P (1.753658, 1.789494, 0.547653)  1.089
N (0.300418, -0.056952, -1.269134)  0.143
H (-1.181280, -0.554205, 1.132142)  0.535
C (-3.673817, 0.251988, -0.728203)  -1.045
H (-4.628828, -0.283854, -0.803741)  0.431
H (-3.417807, 0.647853, -1.739168)  0.329
H (-3.755023, 1.067583, -0.042858)  0.088
C (-3.108157, -1.967962, 1.079913)  -1.192
H (-4.056645, -2.384887, 0.706945)  0.460
H (-3.303401, -1.327164, 1.958892)  0.291
H (-2.433064, -2.771898, 1.368998)  0.304
C (-2.309339, -2.010130, -1.677682)  -1.408
H (-3.271879, -2.493825, -1.820059)  0.538
H (-1.535632, -2.787634, -1.606624)  0.279
H (-2.087639, -1.412040, -2.591752)  0.290
C (1.602014, 3.653453, 0.262395)  -1.441
H (2.548979, 4.137701, 0.189998)  0.492
H (0.977059, 4.064648, 1.099966)  0.302
H (1.019498, 3.752167, -0.667889)  0.315
C (2.603549, 1.799897, 2.230747)  -1.122
H (3.457804, 2.487987, 2.243388)  0.448
H (2.927298, 0.767969, 2.455810)  0.230
H (1.856307, 2.104518, 2.986890)  0.204
C (3.188918, 1.513828, -0.613236)  -1.293
H (3.964899, 2.244506, -0.468054)  0.524
H (2.758989, 1.583567, -1.637247)  0.251
H (3.559791, 0.488768, -0.475976)  0.273
C (0.529898, -0.133273, -2.580246)  -0.514
C (0.320978, 0.512201, -4.879068)  -0.375
C (0.023359, 0.723593, -3.569806)  -0.711
C (1.430188, -1.244991, -3.003098)  0.196
C (1.690173, -1.385589, -4.383631)  -0.619
C (1.130316, -0.501514, -5.336777)  -0.549
H (-0.105088, 1.188376, -5.650181)  0.271
H (-0.577722, 1.498913, -3.248630)  0.615
H (1.854609, -1.930471, -2.255261)  0.055
H (2.388506, -2.275481, -4.676692)  0.197
H (1.381751, -0.687260, -6.381280)  0.364
C (-1.337753, 2.188456, 2.264293)  1.016
O (-0.707135, 2.426403, 1.266691)  -0.553
C (-2.826748, 2.366835, 2.295694)  -0.932
H (-3.387436, 1.950336, 3.219060)  0.300
H (-3.417480, 2.034091, 1.399275)  0.002
H (-2.850644, 3.532652, 2.332791)  0.314
C (-0.724576, 1.668370, 3.541814)  -1.018
H (-0.100401, 2.550756, 3.838361)  0.318
H (-0.048854, 0.783206, 3.516656)  -0.017
H (-1.516735, 1.451696, 4.292148)  0.421
C (0.583417, -1.857978, 2.849399)  -1.302
Si (0.827717, -1.677359, 0.969573)  0.984
C (2.730360, -1.690962, 0.662970)  -1.290
C (0.306740, -3.319172, 0.112003)  -1.262
H (1.150913, -1.085428, 3.397271)  0.250
H (0.939989, -2.840523, 3.186021)  0.427
H (-0.481629, -1.761788, 3.114759)  0.274
H (3.142849, -2.643265, 0.990972)  0.542
H (2.968201, -1.570116, -0.399203)  0.260
H (3.252737, -0.891602, 1.235534)  0.297
H (0.945108, -4.129305, 0.472858)  0.516
H (-0.745456, -3.590087, 0.335845)  0.300
H (0.426903, -3.247342, -0.977980)  0.273

Cartesian forces, eV/Å:
2.3 0.6 0.3
0.9 0.9 -1.1
1.2 0.8 0.2
0.0 0.9 -3.2
-0.9 -1.2 3.5
-0.9 -0.7 -1.2
-0.2 0.4 0.0
0.0 -0.3 0.8
-0.1 0.3 0.3
-1.0 0.2 0.0
0.2 -0.1 0.3
0.1 -0.3 -0.4
0.0 0.1 -0.1
0.0 -0.2 -1.0
-0.2 -0.2 -0.1
-0.3 0.4 0.1
-0.1 -0.2 0.8
-1.8 -1.1 0.7
0.7 0.3 0.0
0.7 -0.2 -0.8
0.3 0.2 0.3
-0.4 -0.1 -0.4
-0.1 -0.2 0.1
-0.1 0.5 0.0
0.5 -0.1 -0.3
-1.3 -0.8 -0.1
0.4 0.3 0.1
0.4 0.0 0.6
0.0 0.5 -0.2
2.3 -3.0 0.5
-0.4 0.8 -2.3
0.8 -1.4 0.8
-0.9 1.4 -1.6
0.9 -1.3 1.1
1.0 -1.5 0.4
0.2 -0.4 0.7
-1.2 1.6 0.5
-0.3 0.5 -0.4
-1.4 1.8 0.3
-0.3 0.4 0.2
-1.0 -2.4 0.5
-0.2 0.7 -0.3
-1.9 1.6 0.9
1.2 0.8 -1.4
1.1 0.5 0.8
-0.6 -1.8 0.0
0.4 0.7 1.0
-0.4 -0.8 0.4
-0.5 0.7 -0.7
0.7 0.4 -0.4
0.1 -0.1 0.0
0.4 0.0 -0.4
-0.3 0.8 0.4
-0.6 0.4 0.3
-0.2 -0.3 -0.2
0.0 0.1 0.1
0.3 0.0 0.0
0.0 -0.2 0.1
-0.1 0.0 0.2
-0.3 -0.5 -0.4
0.0 0.0 0.1
0.6 0.0 -0.2
0.0 0.0 0.3

---

No. 4
# C6H6N2

The molecule C6H6N2 (ωB97M-V/def2-TZVPD, the OMol25 dataset).

Results
Molecular weight (g mol⁻¹): 106.13
Total charge: 0
Spin multiplicity: 3
HOMO level (alpha / beta) (eV): -6.346 / -8.999

Each line ends with the Mulliken charge.
Cartesian coordinates (Å):
C (-1.084248, 0.552419, -1.340333)  -0.145
C (0.999392, -0.188642, -0.383857)  -0.207
C (-1.094377, -0.586259, -0.489997)  -0.299
C (-0.134071, -0.920631, 0.335811)  0.580
C (0.607176, 2.113187, -0.554028)  0.098
C (-0.185419, -1.585101, 1.665750)  -1.328
N (-0.577523, 1.787020, -1.180258)  -0.555
N (1.319965, 1.082585, -0.189552)  -0.459
H (-1.675426, 0.450292, -2.130841)  0.518
H (1.521871, -0.776595, -1.256358)  0.295
H (0.748362, 3.151549, -0.515022)  0.432
H (-0.913879, -2.276153, 1.617175)  0.421
H (-0.238629, -0.808705, 2.522811)  0.240
H (0.706806, -1.994967, 1.898700)  0.409

Cartesian forces, eV/Å:
2.3 2.1 2.7
1.4 -1.1 -0.8
-1.2 -0.5 0.2
1.0 1.6 0.2
-3.1 -4.3 0.1
0.8 4.6 0.3
-0.1 -0.4 -1.3
1.7 0.7 -0.2
-2.8 0.1 -3.4
-0.7 1.2 1.9
1.0 1.0 0.7
-2.7 -2.2 0.5
-0.8 -1.1 -1.4
3.0 -1.9 0.5

---

No. 5
# C3H2NO2S

The ion C3H2NO2S with charge -1 (ωB97M-V/def2-TZVPD, the OMol25 dataset).

Results
Molecular weight (g mol⁻¹): 116.12
Total charge: -1
HOMO level (eV): -3.217

Each line ends with the Mulliken charge.
Cartesian coordinates (Å):
C (0.030623, 0.829247, -0.415050)  0.019
C (0.703155, -1.255375, 0.089937)  0.182
C (-0.349925, -1.629433, -0.953318)  0.438
N (0.437029, 0.099147, 0.508198)  -0.562
O (-0.693300, -2.681872, -1.404209)  -0.579
O (1.850955, -1.377341, -0.499289)  -0.791
S (-0.632143, -0.103455, -1.809496)  -0.260
H (-0.114283, 1.927725, -0.529071)  0.295
H (0.457653, -2.030926, 0.814974)  0.259

Cartesian forces, eV/Å:
-1.3 -0.5 -1.3
-0.9 -1.9 0.1
0.5 0.7 -1.5
0.9 1.9 1.7
-0.4 -0.7 0.5
1.2 -0.1 -0.5
-0.7 1.4 -1.4
0.3 -0.8 0.8
0.3 0.0 1.6

---

How do the records compare in relative energy (zero: lowest compared OMol25 entry of this formula, charge and spin)? In the order shown, they have 56.1 93.8 0.0 59.5 45.4 kcal/mol.
How do the records compare in max |F|? In the order shown, they have 1.791 3.574 3.840 5.248 2.698 eV/Å.